Record 1
Computed, not measured: a molecular structure, C9H13N2O9PdSSeSi, with ωB97M-V/def2-TZVPD.

Results
- 2S+1 = 5
- <S²> = 6.012
- charge = -1
- orbital gap (alpha / beta) (eV) = 8.5 / 7.0
- LUMO level (alpha / beta) (eV) = 2.656 / 0.228
- electronic energy (a.u.) = -4354.47562
- HOMO level (alpha / beta) (eV) = -5.84 / -6.76
- energy above the lowest of the compared OMol25 structures with the same formula, charge and spin (kJ/mol) = 0.0
- M (g mol⁻¹) = 538.741

Last column: Löwdin charge in e.
Positions of all 37 atoms, in Å:
Pd -0.153820 -0.372324 0.727879  0.791
O 2.996360 0.062532 -2.439056  -0.305
S 1.876394 -0.306560 -1.610493  0.314
O 1.872905 0.374426 -0.311472  -0.378
O 2.091611 -1.854137 -1.222070  -0.408
O 0.573241 -0.294528 -2.247860  -0.386
O -3.931691 0.242709 2.400470  0.030
C -2.876245 0.176921 1.783153  -0.623
O -1.937777 -0.665170 1.967781  -0.162
C -2.635255 1.224629 0.694757  -0.170
C -3.540113 2.256394 0.501212  0.000
C -3.289141 3.179749 -0.497802  -0.059
C -2.152950 3.037473 -1.281347  -0.051
C -1.300895 1.975464 -1.036152  -0.093
N -1.546596 1.099744 -0.064998  0.022
H -4.408355 2.296426 1.142537  0.116
H -3.972527 4.002129 -0.667855  0.104
H -1.921776 3.735105 -2.073797  0.103
H -0.408801 1.785841 -1.621949  0.101
C 4.297182 -1.472819 0.634753  -0.145
Si 3.552897 -2.516641 -0.713590  0.392
C 3.048162 -4.197904 -0.067719  -0.157
C 4.699964 -2.701547 -2.178812  -0.164
Se -0.869697 -2.419687 -0.277137  0.579
H 5.139242 -1.985065 1.106959  0.034
H 3.547188 -1.262044 1.398327  0.016
H 4.646458 -0.517681 0.240311  0.041
H 3.925220 -4.772184 0.238043  0.028
H 2.518343 -4.770160 -0.832000  0.031
H 2.393229 -4.096514 0.799696  0.031
H 5.428340 -3.497441 -2.005963  0.025
H 5.232289 -1.771755 -2.377034  0.029
H 4.127287 -2.947123 -3.075099  0.035
O 0.789696 0.872666 2.432526  -0.068
N 1.411200 -0.118895 2.876703  -0.569
O 2.146061 -0.063142 3.836234  0.052
O 1.231707 -1.221451 2.255591  -0.138

Cartesian forces, eV/Å:
0.35 0.25 0.72
0.05 -0.04 0.02
0.02 -0.21 -0.42
-0.58 0.04 0.34
-0.07 0.02 -0.17
0.14 -0.02 -0.08
-0.06 0.01 -0.10
-0.04 0.15 0.26
0.10 -0.11 -0.09
-0.14 -0.02 -0.06
0.02 -0.01 -0.03
0.01 -0.01 0.00
0.02 0.01 -0.03
0.07 0.00 -0.13
-0.01 0.05 0.02
0.00 0.00 0.00
0.00 0.01 -0.01
0.00 0.01 -0.01
-0.05 0.04 0.03
-0.02 -0.02 -0.07
0.15 -0.04 0.15
-0.01 0.08 -0.05
-0.07 0.00 0.03
0.03 -0.20 -0.34
0.02 -0.02 -0.02
0.01 -0.05 0.01
0.00 0.01 -0.03
0.02 -0.01 0.01
0.00 0.00 -0.02
-0.01 0.03 0.01
0.02 0.00 0.01
-0.02 0.03 0.01
0.00 -0.04 0.00
-0.05 0.30 0.04
0.03 -0.18 0.03
0.02 0.05 0.02
0.04 -0.12 -0.07


Record 2
Computed, not measured: a molecular structure, C21H21BBaN12O6, with ωB97M-V/def2-TZVPD.

Results
- 2S+1 = 2
- <S²> = 0.756
- charge = -1
- orbital gap (alpha / beta) (eV) = 8.3 / 7.0
- LUMO level (alpha / beta) (eV) = 2.345 / 0.736
- electronic energy (a.u.) = -1971.96598
- HOMO level (alpha / beta) (eV) = -6.00 / -6.27
- energy above the lowest of the compared OMol25 structures with the same formula, charge and spin (kJ/mol) = 0.0
- M (g mol⁻¹) = 685.617

Last column: Löwdin charge in e.
Positions of all 62 atoms, in Å:
Ba 0.547262 -1.247783 0.417858  1.986
O -1.493063 1.922150 4.247702  -0.080
C -2.757191 1.318771 4.122472  -0.240
C -2.898635 0.062272 4.983479  -0.123
N -2.049024 -1.048558 4.579168  -0.117
C -0.608032 -0.980340 4.794231  -0.047
C 0.163498 -0.855408 3.467639  -0.711
O 0.998862 -1.724737 3.182277  -0.089
O -0.151497 0.126159 2.730391  -0.181
C -2.559582 -2.099839 3.891628  -0.008
C -2.847047 -1.624197 2.026366  -0.560
O -3.860386 -0.990750 1.976427  0.099
O -1.947091 -2.107849 1.384268  -0.056
H -0.903871 1.438315 3.628775  0.040
H -2.984245 1.075921 3.082219  0.112
H -3.508585 2.031678 4.474065  0.118
H -3.933366 -0.281786 4.943273  0.125
H -2.649374 0.316674 6.017540  0.129
H -0.279715 -1.883508 5.308771  0.131
H -0.399365 -0.107116 5.409695  0.130
H -3.600055 -2.325620 4.101569  0.112
H -1.884283 -2.942510 3.791201  0.124
C -2.170414 -1.101552 -3.079006  -0.058
C -2.275001 -0.744059 -1.726374  -0.176
N -1.331532 0.126743 -1.383959  -0.020
N -0.610289 0.350519 -2.504425  -0.037
C -1.086621 -0.381693 -3.529523  -0.095
B 0.624953 1.284859 -2.560058  -0.685
N 0.759317 2.092188 -1.257093  -0.005
C 0.517204 3.403912 -1.070844  -0.069
C 0.725944 3.694809 0.258921  -0.060
C 1.098731 2.466364 0.821749  -0.165
N 1.120950 1.509516 -0.094523  -0.050
N 1.863232 0.387479 -2.771186  -0.005
C 3.006454 0.597974 -3.452540  -0.076
C 3.858449 -0.454849 -3.197882  -0.062
C 3.140197 -1.273958 -2.317176  -0.162
N 1.942828 -0.764225 -2.061776  -0.055
N 0.395576 2.281517 -3.711895  -0.021
C -0.804187 2.724832 -4.154575  -0.096
C -0.580735 3.791075 -4.993439  -0.080
C 0.817719 3.936405 -4.990933  -0.173
N 1.396526 3.037872 -4.212326  0.065
H -2.784476 -1.785044 -3.639051  0.088
H -2.982237 -1.080510 -0.983803  0.096
H -0.620521 -0.337552 -4.500530  0.130
H 0.227320 4.039218 -1.891296  0.114
H 0.622739 4.648051 0.746901  0.085
H 1.330529 2.227921 1.847632  0.098
H 3.119710 1.480975 -4.055986  0.095
H 4.849710 -0.605612 -3.587753  0.086
H 3.438904 -2.202568 -1.855674  0.083
H -1.721884 2.258572 -3.838290  0.121
H -1.314176 4.370519 -5.526894  0.082
H 1.424923 4.653247 -5.521737  0.092
O 0.971912 -3.902324 0.426065  -0.307
N 2.185124 -3.551377 0.327652  -0.198
C 3.105915 -4.493588 0.314350  -0.333
C 2.780265 -5.883545 0.410253  -0.198
N 2.520944 -7.001556 0.492830  0.139
C 4.468505 -4.091653 0.184557  -0.218
N 5.572295 -3.780855 0.078599  0.131

Cartesian forces, eV/Å:
0.04 0.01 0.12
-0.01 -0.01 0.00
0.00 0.02 0.01
0.00 0.00 -0.03
0.01 -0.03 0.02
0.00 -0.05 0.05
0.00 0.10 -0.10
-0.03 -0.01 0.00
-0.01 0.01 -0.01
-0.01 0.02 -0.03
0.01 -0.02 0.03
0.00 0.00 -0.01
0.01 0.03 -0.01
0.00 0.00 0.00
0.00 -0.01 0.00
0.01 0.00 -0.01
0.00 -0.01 0.01
0.00 0.00 0.00
0.00 -0.01 -0.02
0.01 0.00 0.00
0.00 -0.01 0.00
0.00 0.00 0.01
0.02 0.00 -0.02
-0.01 0.00 0.02
0.00 -0.02 0.01
0.01 0.01 0.02
-0.01 -0.02 0.00
0.02 -0.05 0.02
0.00 -0.01 -0.02
0.00 0.03 0.02
0.00 -0.01 -0.02
-0.01 0.01 0.01
-0.02 -0.02 0.01
-0.02 0.03 0.01
0.04 -0.03 -0.02
-0.03 0.03 0.00
0.01 -0.01 0.00
0.00 -0.02 0.01
-0.01 0.00 0.01
-0.01 0.02 -0.04
0.00 -0.01 0.01
0.01 0.00 0.01
0.00 0.00 -0.01
0.00 0.00 0.00
0.00 0.00 0.00
0.00 0.00 0.00
0.00 -0.01 -0.01
0.00 0.00 0.00
0.00 0.00 0.00
0.00 0.00 0.00
0.00 -0.01 0.01
0.00 0.00 0.00
0.00 0.00 0.00
0.00 0.00 0.00
0.00 0.00 0.00
-0.03 0.01 -0.05
-0.02 0.03 -0.02
0.03 -0.03 -0.03
-0.05 0.03 0.02
0.03 -0.01 -0.01
0.00 0.00 0.05
0.00 0.00 -0.03


Record 3
Computed, not measured: a molecular structure, C39H40F3N2O6OsPS2, with ωB97M-V/def2-TZVPD.

Results
- 2S+1 = 5
- <S²> = 6.048
- charge = +2
- orbital gap (alpha / beta) (eV) = 8.1 / 4.9
- LUMO level (alpha / beta) (eV) = -5.215 / -8.588
- electronic energy (a.u.) = -3598.65731
- HOMO level (alpha / beta) (eV) = -13.35 / -13.53
- energy above the lowest of the compared OMol25 structures with the same formula, charge and spin (kJ/mol) = 0.0
- M (g mol⁻¹) = 975.089

Last column: Löwdin charge in e.
Positions of all 94 atoms, in Å:
Os 0.420527 0.814036 0.736853  1.468
S -2.044591 4.117666 2.518708  1.209
C -1.700360 3.073170 3.863154  -0.432
C -2.004976 3.278771 5.204914  -0.058
C -1.623297 2.308013 6.108529  -0.050
C -0.956271 1.155496 5.681561  -0.050
C -0.659963 0.948551 4.348591  -0.042
C -1.030886 1.927130 3.426182  -0.277
N -0.834959 1.903651 2.040702  -0.074
C -1.315787 2.995100 1.463622  -0.523
C -1.160843 3.154937 0.027014  -0.253
C -1.751613 4.193316 -0.682647  -0.027
C -1.577246 4.253507 -2.055280  -0.044
C -0.812374 3.284781 -2.694347  -0.047
C -0.208131 2.261621 -1.974276  -0.109
C -0.368756 2.159458 -0.590462  -0.258
H -2.518304 4.172626 5.531604  0.122
H -1.833254 2.445786 7.159995  0.119
H -0.651409 0.419579 6.413490  0.119
H -0.110867 0.074282 4.033806  0.088
H -2.344866 4.948901 -0.181264  0.110
H -2.029096 5.054024 -2.624374  0.119
H -0.670004 3.341211 -3.765952  0.116
H 0.404676 1.545465 -2.503390  0.062
F 4.029809 -0.112775 3.798869  0.172
C 3.194539 0.923526 3.903341  -0.554
F 3.904231 2.033467 4.022150  0.194
F 2.460376 0.757793 5.011968  0.168
C 2.260332 0.989035 2.676447  -0.560
O 2.210189 2.015296 1.986366  -0.002
O 1.549798 -0.035391 2.430222  -0.153
O -0.421144 -1.158101 -0.702576  -0.641
S -0.715081 -1.176200 -2.202711  1.061
C -2.424350 -1.632598 -2.315649  -0.394
C -2.909678 -2.780706 -1.693646  -0.068
C -4.254445 -3.079787 -1.798077  -0.051
C -5.099416 -2.241196 -2.523852  -0.049
C -4.606950 -1.102252 -3.138456  -0.053
C -3.255842 -0.787941 -3.033643  -0.072
C 0.082447 -2.627453 -2.842026  -0.392
C 0.123301 -2.765285 -4.222996  -0.072
C 0.747576 -3.877944 -4.764080  -0.048
C 1.326441 -4.825576 -3.928630  -0.048
C 1.284657 -4.667199 -2.550880  -0.049
C 0.660622 -3.558107 -1.995969  -0.080
H -2.235188 -3.438365 -1.158177  0.118
H -4.648330 -3.974767 -1.335879  0.117
H -6.147903 -2.490737 -2.617017  0.118
H -5.267529 -0.459888 -3.704302  0.117
H -2.856699 0.103422 -3.502359  0.113
H -0.328179 -2.021637 -4.869307  0.122
H 0.787513 -4.003025 -5.837207  0.119
H 1.816678 -5.689273 -4.356453  0.118
H 1.736667 -5.409695 -1.907134  0.116
H 0.629881 -3.410878 -0.924901  0.098
N -1.144482 -1.431133 1.895563  0.210
C -2.407739 -1.053211 2.099282  -0.252
C -3.032760 -1.261625 3.367264  0.026
C -4.321261 -0.855316 3.556249  -0.016
C -5.014216 -0.210038 2.516818  0.023
C -4.403315 0.024704 1.274412  -0.015
C -3.119904 -0.385211 1.053280  0.019
H -0.860132 -1.671472 0.935002  0.075
H -0.643407 -1.884405 2.649508  0.140
H -2.473951 -1.757139 4.150976  0.134
H -4.818500 -1.026598 4.500631  0.130
H -6.033486 0.111797 2.682226  0.130
H -4.954047 0.533967 0.495551  0.128
H -2.614952 -0.213832 0.111359  0.099
C 2.821271 0.686500 -4.121808  -0.051
C 2.964277 -0.379157 -3.065673  -0.214
O 1.975500 -0.165081 -2.006345  -0.325
P 2.375565 0.463166 -0.608998  0.616
O 3.193639 1.736817 -0.986837  -0.230
C 4.270300 2.408827 -0.251484  -0.215
C 4.894547 3.407211 -1.188371  -0.055
O 3.480301 -0.493132 0.017637  -0.234
C 3.148030 -1.898311 0.198679  -0.258
C 3.834018 -2.437664 1.424234  -0.048
H 3.589327 0.551737 -4.883764  0.094
H 2.938006 1.679823 -3.689982  0.078
H 1.848082 0.621473 -4.610287  0.081
H 3.960918 -0.394462 -2.622882  0.124
H 2.742899 -1.372978 -3.454421  0.117
H 4.977676 1.642097 0.063515  0.124
H 3.828838 2.875215 0.624534  0.104
H 5.293879 2.916580 -2.075358  0.084
H 5.716151 3.911082 -0.679679  0.092
H 4.170528 4.161228 -1.494344  0.086
H 3.479678 -2.414018 -0.704569  0.125
H 2.059057 -1.999589 0.259723  0.082
H 4.908038 -2.264942 1.367891  0.096
H 3.669618 -3.514495 1.481541  0.090
H 3.450350 -1.975224 2.328760  0.058

Cartesian forces, eV/Å:
0.63 0.44 -0.61
-0.02 -0.02 0.00
0.00 -0.04 0.05
-0.01 0.00 -0.03
0.01 -0.02 0.01
-0.01 0.01 0.00
-0.02 0.04 0.02
-0.09 -0.09 0.00
-0.07 0.14 0.05
0.03 -0.05 -0.05
-0.07 -0.07 0.03
0.01 0.00 -0.04
0.00 -0.02 0.00
-0.02 0.03 0.00
0.07 0.03 0.02
-0.14 0.11 0.02
0.00 0.01 -0.01
0.00 0.00 0.00
0.01 0.00 0.00
0.03 0.01 -0.01
0.01 0.00 0.02
0.00 0.01 0.00
0.00 -0.01 -0.01
0.00 -0.01 -0.01
0.00 -0.03 -0.02
-0.01 0.02 -0.01
0.00 0.01 0.00
-0.02 -0.01 0.00
-0.02 -0.05 -0.05
0.03 -0.07 0.14
-0.03 -0.08 0.13
0.04 -0.17 0.42
-0.04 0.22 -0.13
-0.02 -0.16 -0.02
0.06 0.02 -0.04
-0.02 0.02 0.00
-0.02 -0.03 0.02
0.01 0.03 0.00
-0.03 0.04 0.04
-0.02 -0.05 0.04
0.01 -0.02 0.00
0.01 0.01 0.00
0.01 0.00 -0.03
0.01 0.00 0.02
-0.01 0.01 -0.01
0.01 -0.02 0.00
0.00 -0.01 0.00
-0.01 0.00 0.00
0.00 0.00 -0.01
0.01 0.00 -0.02
0.00 0.02 0.00
-0.01 0.00 -0.01
0.00 -0.01 0.00
0.01 0.00 0.01
-0.02 -0.01 0.00
-0.44 -0.79 0.07
0.08 0.19 0.13
0.03 0.11 0.10
0.06 -0.03 0.06
-0.04 0.01 0.03
0.07 0.02 -0.11
-0.10 -0.09 -0.10
0.12 0.41 -0.12
0.03 0.02 0.00
-0.02 -0.01 0.02
0.03 -0.01 0.02
-0.01 0.01 -0.01
0.02 0.00 -0.02
-0.03 0.00 -0.01
0.01 0.01 -0.03
-0.01 -0.06 0.04
0.02 0.01 -0.02
-0.07 -0.16 -0.05
-0.09 0.15 -0.04
0.04 -0.08 0.02
0.01 0.01 0.00
-0.04 0.04 0.14
0.02 0.00 -0.10
0.05 0.00 -0.02
-0.01 -0.02 -0.01
0.02 0.00 0.00
-0.01 0.01 0.01
-0.01 0.05 0.00
0.03 0.00 0.00
0.00 0.01 0.00
0.02 0.03 -0.03
0.01 0.00 0.00
0.00 0.00 0.01
-0.01 -0.01 -0.01
-0.03 0.00 0.00
0.01 0.02 0.06
0.00 0.00 0.00
0.00 -0.01 0.01
-0.02 0.02 0.03


Record 4
Computed, not measured: a single C3H6Br2O3 molecule, with ωB97M-V/def2-TZVPD.

Results
- structure (SMILES) = OC[C@@](O)(Br)[C@@H](O)Br
- orbital gap (eV) = 10.2
- LUMO level (eV) = 0.337
- electronic energy (a.u.) = -5491.62692
- HOMO level (eV) = -9.85
- energy above the lowest of the compared OMol25 structures with the same formula, charge and spin (kJ/mol) = 109.1
- M (g mol⁻¹) = 249.886

Last column: Löwdin charge in e.
Positions of all 14 atoms, in Å:
O 0.891558 -1.412439 0.266423  -0.101
C 0.864232 -0.419719 -0.731416  -0.284
C -0.342655 0.451369 -0.384763  -0.859
O -0.274029 1.718583 -0.839912  -0.030
Br -2.001028 -0.417917 -1.173884  0.745
C -0.597281 0.560056 1.090162  -0.728
O -1.015012 -0.574980 1.684984  -0.130
Br 1.021115 1.202049 2.157732  0.669
H 1.058025 -2.289596 -0.168375  0.140
H 0.960052 -0.735355 -1.766696  0.119
H 1.812931 0.235082 -0.685492  0.143
H -0.014809 1.777724 -1.763210  0.121
H -1.380238 1.274882 1.234364  0.103
H -0.982859 -1.369739 1.080082  0.093

Cartesian forces, eV/Å:
0.82 -2.22 -1.61
1.71 1.61 0.37
0.70 -0.19 -0.94
0.06 1.08 -0.32
0.22 -0.06 0.04
-0.10 -0.62 0.94
-0.95 -2.04 0.08
-0.59 0.06 -0.80
-0.14 1.21 0.71
-0.88 -0.58 -0.10
-1.35 -0.60 0.63
0.04 -0.17 -0.14
0.07 1.06 0.18
0.38 1.47 0.97


no.,maximum force (eV Å⁻¹)
1,0.8
2,0.1
3,1.0
4,2.9